C21H16N2O4S | the ωB97M-V functional and the def2-TZVPD basis

Summary:
LUMO level, eV: -0.20
HOMO-LUMO gap, eV: 8.52
Energy relative to the best compared isomer or geometry (same formula, charge and spin), kcal/mol: 366.4
E, Eh: -1617.953091
HOMO level, eV: -8.72

The geometry in XYZ format:
```
44
Properties=species:S:1:pos:R:3:forces:R:3:mulliken_charge:R:1
C -4.90927 -1.81993 -1.36717 -0.4 -1.2 -5.8 -0.763
H -4.65297 -2.45319 -2.32710 -0.9 0.3 1.7 0.313
H -4.35451 -2.17553 -0.59860 1.1 -1.1 2.7 0.368
H -5.95653 -1.64183 -1.33690 -0.7 -0.1 0.4 0.320
S -4.09931 -0.42434 -1.90990 -8.1 4.3 7.4 1.142
O -4.83606 0.32757 -2.80173 -1.6 1.1 -5.4 -0.680
O -2.79375 -0.58905 -1.69561 9.8 -1.8 -1.6 -0.461
C -4.40493 0.76874 -0.40331 1.8 -3.4 0.4 0.400
C -5.37448 1.78565 -0.37778 5.7 -1.7 6.2 -1.020
C -5.40896 2.52612 0.82420 -6.0 4.4 -2.5 0.027
C -4.68134 2.56964 1.94749 3.0 -3.8 2.4 -0.721
C -3.77820 1.45640 1.81712 4.4 -3.5 3.1 -0.052
C -3.52780 0.35502 0.69305 -9.0 13.2 1.7 0.636
C -2.57747 -0.53884 0.82855 -2.1 -11.2 -0.6 -0.293
O -3.02182 -1.77908 0.77643 1.1 2.4 0.9 -0.844
N -1.37063 -0.28124 0.85087 7.9 6.0 -0.9 0.121
C -0.13005 -1.22244 0.65698 -2.0 17.5 -1.0 0.147
C 1.01265 -0.48724 0.43688 5.8 3.7 -2.6 -0.534
C 2.31996 -1.07782 0.18317 -9.0 -4.1 3.9 0.060
C 2.13645 -2.52535 0.50384 1.7 0.3 -4.3 -0.799
C 0.90733 -3.19061 0.54041 -0.4 2.2 3.5 -0.950
C -0.32899 -2.34929 0.90073 6.5 -14.8 -0.5 0.002
H -1.15895 -2.81551 0.98901 -5.4 -2.7 1.1 0.983
H 0.84412 -4.20908 0.91088 0.2 -0.2 -0.9 0.390
H 3.07849 -2.96461 0.05483 -1.1 -0.8 1.6 0.338
C 3.56766 -0.51539 -0.01959 1.9 -8.8 0.1 0.708
N 4.63900 -1.32024 -0.12246 -0.1 7.1 -0.4 -0.627
C 5.57588 0.02325 -0.38977 -4.4 -8.2 2.1 0.972
C 6.83314 -0.20583 -0.44917 7.9 2.9 -1.1 -0.733
C 7.57963 0.99827 -0.70561 -0.7 3.3 -1.7 -0.365
C 6.85584 2.35484 -0.84365 1.1 -3.1 0.5 -0.382
C 5.44595 2.27103 -0.71996 2.0 3.2 0.8 -0.926
C 4.87302 1.12890 -0.35633 -2.6 -1.1 -0.8 0.363
O 3.51082 0.69063 -0.17396 2.0 8.8 -0.9 -0.291
H 4.89885 3.15988 -0.60259 -0.7 1.3 -0.4 0.409
H 7.42705 3.36469 -0.92995 -1.2 -2.2 -0.1 0.307
H 8.63997 1.06039 -1.11079 -1.2 -0.6 1.3 0.304
H 7.44791 -1.08394 -0.28134 -0.9 -0.3 -0.3 0.415
H 1.07875 0.68374 0.25612 -1.1 -2.5 0.6 0.158
H -1.24577 0.86057 0.64383 0.3 -4.2 0.9 0.386
H -2.95474 1.12504 2.93609 -2.6 1.2 -3.5 0.037
H -4.85388 3.07867 3.03569 0.4 -1.0 -3.4 0.264
H -6.27931 3.32075 0.87649 1.4 -1.5 -0.5 0.155
H -5.97275 1.76059 -1.13940 -3.7 0.9 -4.1 0.714
```
Positions in Å, forces in eV/Å.